Record 1
Computed, not measured: a cluster of 2 separate species, C10H16 in total in a non-equilibrium geometry, with ωB97M-V/def2-TZVPD.

```
26
Properties=species:S:1:pos:R:3
C 0.17 -2.53 0.20
C -0.94 -3.13 -0.66
C -0.23 -1.19 0.79
C -1.54 -0.89 1.11
C 0.78 -0.25 1.04
C -1.82 0.39 1.60
C 0.46 1.03 1.44
C -0.88 1.38 1.62
H 0.41 -3.16 1.06
H 1.10 -2.49 -0.34
H -1.38 -2.48 -1.40
H -2.33 -1.58 0.84
H 1.81 -0.41 0.75
H -2.81 0.61 1.97
H 1.28 1.68 1.71
H -1.19 2.40 1.81
H -1.62 -3.65 -0.02
H -0.56 -3.98 -1.23
C 0.92 2.97 -1.31
C 1.34 1.59 -1.75
H 0.94 3.19 -0.23
H 1.72 3.66 -1.61
H -0.10 3.25 -1.54
H 0.92 0.73 -1.24
H 2.41 1.40 -1.79
H 1.17 1.44 -2.83
```

Orbital gap (eV): 9.96
ΔE to the lowest compared entry with this formula, charge and spin (eV): 0.968
SMILES string: CCc1ccccc1.CC
HOMO level (eV): -8.94
E_LUMO (eV): 1.016
E (eV): -10628.7755

Record 2
Computed, not measured: the molecule C10H11NO2 in a non-equilibrium geometry, with ωB97M-V/def2-TZVPD.

```
24
Properties=species:S:1:pos:R:3
C 0.07 -3.04 0.51
C 1.22 -2.74 1.15
C -0.72 -2.16 -0.17
C 1.62 -1.41 1.20
C -0.33 -0.87 -0.13
C 0.83 -0.45 0.59
C -0.82 1.55 -0.48
C -0.87 0.17 -1.00
C 1.34 0.96 0.46
C -1.93 2.53 -0.63
N 0.17 1.89 0.26
O 0.32 3.06 0.78
O 2.13 1.13 -0.68
H -0.35 -4.07 0.74
H 1.85 -3.60 1.67
H -1.70 -2.41 -0.73
H 2.58 -1.16 1.72
H -0.48 0.15 -2.07
H -1.88 -0.12 -1.16
H 1.77 1.45 1.31
H -2.65 2.66 0.18
H -2.49 2.27 -1.60
H -1.32 3.53 -0.59
H 1.63 0.67 -1.35
```

Orbital gap (eV): 8.85
ΔE to the lowest compared entry with this formula, charge and spin (eV): 3.858
SMILES string: CC1=[N+]([O-])[C@H](O)c2ccccc2C1
HOMO level (eV): -8.35
E_LUMO (eV): 0.501
E (eV): -16130.4334

Record 3
Computed, not measured: the molecule C7H7NO in a non-equilibrium geometry, with ωB97M-V/def2-TZVPD.

```
16
Properties=species:S:1:pos:R:3
C -0.58 2.36 1.13
C -0.65 1.53 -0.23
C -0.24 0.15 -0.17
C -0.39 -0.59 -1.40
C 0.05 -1.90 -1.21
C 0.65 -2.36 -0.06
C 0.89 -1.47 0.94
H -1.45 2.22 1.82
H 0.30 2.20 1.86
H -0.68 3.51 1.03
H -0.42 -0.41 -2.53
H 0.47 -2.27 -2.34
H 1.13 -3.27 -0.34
H 1.42 -1.85 1.74
N 0.31 -0.15 0.96
O -0.83 2.28 -1.20
```

Orbital gap (eV): 9.30
ΔE to the lowest compared entry with this formula, charge and spin (eV): 2.570
SMILES string: CC(=O)c1ccccn1
HOMO level (eV): -9.54
E_LUMO (eV): -0.240
E (eV): -10906.7682